Molecular formula: C48H80N8O6
Method: DFT, ωB97M-V/def2-TZVPD

The geometry in XYZ format:
```
142
C48H80N8O6 ωB97M-V/def2-TZVPD
C 4.7397 -2.1448 1.0207
C 4.8828 -1.2471 -0.1802
O 3.9911 -1.6851 -1.2221
C 4.1468 -1.0052 -2.3969
O 4.5195 -1.5649 -3.3819
C 3.7635 0.4580 -2.3661
C 4.9765 1.3609 -2.6082
C 4.6219 2.8685 -2.4835
C 5.1490 3.4190 -1.2039
C 4.5654 3.7855 -0.0576
C 3.1277 3.8091 0.3351
C 2.6151 2.5287 1.0234
C 1.1164 2.3267 0.7575
C 0.7606 1.9666 -0.6918
C -0.6052 2.4970 -1.1706
O -1.5200 1.4676 -1.4815
C -1.9790 0.8008 -0.3223
C 5.6592 4.2636 0.8383
O 5.5650 4.6842 1.9371
O 6.8627 4.1725 0.1772
C 6.6142 3.6677 -1.0827
O 7.4580 3.4795 -1.8920
H 3.7300 -2.1272 1.4304
H 5.4078 -1.7664 1.7987
H 5.0508 -3.1650 0.7996
H 5.9079 -1.2463 -0.5618
H 4.6317 -0.2185 0.1111
H 3.3738 0.6867 -1.3721
H 2.9774 0.6229 -3.1050
H 5.4571 1.1439 -3.5601
H 5.7020 1.1206 -1.8257
H 5.1135 3.3743 -3.3160
H 3.5479 3.0406 -2.5675
H 2.5317 4.0700 -0.5425
H 3.0156 4.6388 1.0382
H 2.7073 2.6809 2.1008
H 3.2052 1.6488 0.7585
H 0.7366 1.5631 1.4393
H 0.6294 3.2702 1.0263
H 1.5327 2.3582 -1.3585
H 0.7608 0.8799 -0.7992
H -0.4598 3.0396 -2.1073
H -1.0408 3.2044 -0.4520
H -2.4146 1.5114 0.3897
H -2.7262 0.0794 -0.6420
H -1.1839 0.2451 0.1918
C -6.3223 1.2269 0.8944
C -5.9887 0.0047 1.7337
C -5.4779 0.3603 3.1339
C -4.2604 1.1703 3.0524
N -3.3074 1.8093 2.9886
H -5.4345 1.8358 0.7158
H -6.7097 0.9281 -0.0778
H -7.0759 1.8514 1.3785
H -5.2381 -0.5922 1.2109
H -6.8793 -0.6182 1.8389
H -5.2547 -0.5394 3.7079
H -6.2306 0.9299 3.6827
C -6.8465 5.0262 -1.5328
C -8.2292 5.1669 -2.1574
C -9.3766 4.8297 -1.1948
C -9.2909 3.4516 -0.7036
N -9.2241 2.3720 -0.3202
H -6.6431 3.9966 -1.2279
H -6.0782 5.3155 -2.2488
H -6.7520 5.6699 -0.6599
H -8.2991 4.5197 -3.0341
H -8.3589 6.1931 -2.5059
H -10.3384 4.9485 -1.6952
H -9.3606 5.4950 -0.3289
C 3.2085 -6.7926 0.0755
C 4.5348 -6.5753 0.7943
C 4.4300 -6.7459 2.3133
C 3.4983 -5.7723 2.8855
N 2.7788 -4.9997 3.3400
H 2.4623 -6.0610 0.3890
H 3.3376 -6.6879 -1.0016
H 2.8105 -7.7908 0.2722
H 4.9141 -5.5782 0.5720
H 5.2732 -7.2848 0.4162
H 5.4048 -6.5972 2.7796
H 4.0827 -7.7494 2.5667
C 8.0850 -7.0173 -2.4411
C 9.4139 -6.7908 -1.7319
C 9.3021 -6.9257 -0.2101
C 8.3679 -5.9402 0.3394
N 7.6244 -5.1739 0.7662
H 7.3435 -6.2717 -2.1481
H 8.2108 -6.9470 -3.5212
H 7.6865 -8.0076 -2.2119
H 9.7978 -5.7992 -1.9812
H 10.1434 -7.5193 -2.0857
H 10.2745 -6.7781 0.2613
H 8.9505 -7.9240 0.0519
C -9.5606 10.0923 -0.8078
C -9.2071 8.9428 0.1286
C -7.7039 8.8393 0.4063
C -6.9578 8.5934 -0.8339
N -6.3846 8.4014 -1.8149
H -9.1016 9.9619 -1.7890
H -10.6392 10.1495 -0.9542
H -9.2253 11.0478 -0.4002
H -9.5605 8.0021 -0.2995
H -9.7242 9.0733 1.0801
H -7.5009 8.0119 1.0878
H -7.3335 9.7573 0.8654
C -7.8451 -1.4400 -3.8686
C -7.5005 -2.6661 -3.0317
C -6.9649 -2.3035 -1.6418
C -5.7367 -1.5113 -1.7363
N -4.7754 -0.8841 -1.8164
H -6.9622 -0.8277 -4.0574
H -8.2510 -1.7387 -4.8349
H -8.5895 -0.8185 -3.3671
H -6.7607 -3.2723 -3.5575
H -8.3905 -3.2852 -2.9068
H -6.7456 -3.2043 -1.0675
H -7.7055 -1.7220 -1.0887
C -4.3362 6.6007 3.7002
C -4.3955 5.1480 3.2420
C -5.2262 4.9612 1.9648
C -6.6159 5.3835 2.1634
N -7.7035 5.7355 2.3198
H -5.3280 6.9807 3.9531
H -3.7122 6.6960 4.5884
H -3.9140 7.2406 2.9222
H -4.8120 4.5299 4.0394
H -3.3875 4.7808 3.0509
H -5.2306 3.9192 1.6583
H -4.8054 5.5462 1.1448
C 9.8106 -10.1606 2.8855
C 10.1807 -11.5274 2.3218
C 11.1607 -11.4422 1.1457
C 10.5889 -10.6815 0.0325
N 10.1186 -10.0872 -0.8319
H 9.3007 -9.5481 2.1401
H 9.1393 -10.2665 3.7371
H 10.6973 -9.6198 3.2217
H 9.2762 -12.0474 2.0014
H 10.6365 -12.1338 3.1059
H 11.4131 -12.4385 0.7818
H 12.0867 -10.9539 1.4538
```

As for the structure (SMILES): CCOC(=O)CCCC1=C(CCCCCOC)C(=O)OC1=O.CCCC#N.CCCC#N.CCCC#N.CCCC#N.CCCC#N.CCCC#N.CCCC#N.CCCC#N. The HOMO-LUMO gap comes out at 0.3316 Eh. The charge is 0.



Molecular formula: C48H83ClF4N4O16S
Method: DFT, ωB97M-V/def2-TZVPD

The geometry in XYZ format:
```
157
C48H83ClF4N4O16S ωB97M-V/def2-TZVPD
C 6.6106 1.6619 3.2164
C 5.3965 2.5773 3.1155
C 4.6469 2.4064 1.7968
C 3.8372 1.1052 1.6642
C 3.0134 0.7146 2.8842
C 2.1270 1.8476 3.4100
C 0.7817 1.8612 2.7465
N 0.1828 0.7321 2.5451
C -1.0220 0.7431 1.9026
C -1.6576 -0.5146 1.6517
C -0.9439 -1.7451 2.1547
C -1.2392 -2.0226 3.6166
F -2.4342 -2.6943 3.8134
C -2.8856 -0.5070 0.9879
S -3.7607 -1.9984 0.5554
O -3.1036 -3.1824 1.0192
O -5.1625 -1.9069 0.8295
C -3.4947 -2.0817 -1.2982
F -2.3313 -1.4770 -1.5678
F -3.3981 -3.3385 -1.6693
F -4.4377 -1.4907 -1.9974
C -3.4949 0.7293 0.5684
N -4.7060 0.6373 -0.1817
C -2.8747 1.9413 0.8449
C -3.5429 3.2286 0.4283
Cl -2.5539 4.1340 -0.7716
C -3.9379 4.1132 1.6052
C -4.8336 5.2681 1.1869
C -1.6107 1.9544 1.5100
N -0.9987 3.1492 1.7567
C 0.1577 3.0941 2.3394
N 0.8663 4.3001 2.5392
H 7.0183 1.6555 4.2248
H 6.3432 0.6352 2.9670
H 7.4041 1.9953 2.5526
H 4.7446 2.4623 3.9773
H 5.7722 3.6009 3.1372
H 5.4076 2.3811 1.0129
H 4.0418 3.2831 1.5716
H 4.5442 0.3051 1.4755
H 3.2090 1.1783 0.7772
H 3.6736 0.3581 3.6718
H 2.3854 -0.1249 2.6068
H 2.6096 2.8123 3.3357
H 1.9442 1.6756 4.4749
H 0.1214 -1.5393 2.1277
H -1.1095 -2.6046 1.5218
H -0.4514 -2.6275 4.0565
H -1.3143 -1.0779 4.1530
H -5.4912 0.9667 0.3648
H -4.6533 1.2354 -0.9973
H -4.4579 3.0146 -0.1034
H -3.0564 4.4819 2.1190
H -4.4867 3.4871 2.3109
H -4.4059 5.8147 0.3520
H -4.9676 5.9777 2.0001
H -5.8222 4.9187 0.8955
H 0.4671 4.9862 1.9086
H 0.7464 4.6435 3.4849
C -4.3735 -4.8979 -4.2951
C -4.7337 -6.3553 -4.4871
O -4.5122 -6.7683 -5.8453
C -3.3252 -7.2117 -6.2892
C -2.0971 -7.0309 -5.4230
O -3.2538 -7.6842 -7.3910
H -3.3133 -4.7161 -4.4818
H -4.6035 -4.5784 -3.2822
H -4.9379 -4.2800 -4.9956
H -4.2086 -7.0073 -3.7898
H -5.7925 -6.4973 -4.3020
H -1.6412 -6.0693 -5.6571
H -1.3921 -7.8202 -5.6697
H -2.2950 -7.0817 -4.3554
C -2.2059 -1.9731 -8.9606
C -1.0758 -2.8960 -8.5560
O -0.0235 -2.1954 -7.8853
C -0.0237 -1.9668 -6.5574
C -1.2964 -2.1874 -5.7715
O 0.9721 -1.5385 -6.0444
H -2.6891 -1.5248 -8.0921
H -2.9586 -2.5222 -9.5264
H -1.8243 -1.1617 -9.5801
H -1.4266 -3.7354 -7.9541
H -0.6075 -3.3209 -9.4419
H -1.8709 -1.2624 -5.7582
H -1.0201 -2.4433 -4.7513
H -1.9156 -2.9960 -6.1541
C 10.1855 5.5727 4.1843
C 9.3745 5.4509 2.9126
O 7.9728 5.6131 3.1509
C 7.3594 6.8103 3.1676
C 8.1969 8.0676 3.2344
O 6.1607 6.8463 3.1933
H 10.0957 6.5681 4.6232
H 11.2386 5.3769 3.9836
H 9.8376 4.8527 4.9238
H 9.7139 6.1398 2.1373
H 9.4757 4.4459 2.5068
H 8.3641 8.3197 4.2807
H 7.6350 8.8712 2.7659
H 9.1554 7.9905 2.7270
C 2.5593 -2.2959 -3.2366
C 3.6716 -1.5307 -2.5508
O 3.4235 -1.3608 -1.1513
C 3.7800 -2.2650 -0.2204
C 4.2155 -3.6456 -0.6540
O 3.6742 -1.9639 0.9367
H 2.4745 -3.3125 -2.8505
H 2.7408 -2.3497 -4.3098
H 1.6038 -1.7990 -3.0718
H 4.6495 -1.9855 -2.7155
H 3.7244 -0.5189 -2.9488
H 3.3366 -4.2866 -0.7085
H 4.8893 -4.0390 0.1026
H 4.7356 -3.6686 -1.6085
C -10.0821 1.1084 -1.1895
C -9.5735 2.3979 -1.7987
O -8.2341 2.6908 -1.3877
C -7.1526 2.2162 -2.0241
C -7.3061 1.1089 -3.0380
O -6.0714 2.6423 -1.7133
H -9.5002 0.2489 -1.5227
H -11.1241 0.9453 -1.4652
H -10.0105 1.1519 -0.1031
H -9.6509 2.3998 -2.8864
H -10.1646 3.2385 -1.4402
H -7.2209 0.1529 -2.5213
H -6.4928 1.1930 -3.7541
H -8.2417 1.1385 -3.5907
C 11.5081 5.4657 9.1289
C 11.1445 4.0190 8.8673
O 11.0536 3.7344 7.4691
C 12.1148 3.3743 6.7199
C 13.5088 3.5439 7.2791
O 11.9213 2.9905 5.6008
H 12.4958 5.7092 8.7369
H 11.5043 5.6703 10.1996
H 10.7896 6.1265 8.6443
H 11.8297 3.3268 9.3579
H 10.1513 3.8086 9.2599
H 13.8693 4.5390 7.0218
H 14.1520 2.8060 6.8075
H 13.5766 3.4055 8.3554
C -11.3562 -6.6863 -3.4576
C -10.6058 -7.7369 -2.6662
O -9.2241 -7.7956 -3.0295
C -8.2841 -7.0151 -2.4683
C -8.7028 -5.8295 -1.6303
O -7.1293 -7.2456 -2.7048
H -10.9789 -5.6841 -3.2536
H -12.4173 -6.7104 -3.2087
H -11.2433 -6.8694 -4.5259
H -10.7158 -7.5989 -1.5900
H -10.9967 -8.7261 -2.8977
H -8.8034 -4.9614 -2.2807
H -7.9170 -5.6334 -0.9054
H -9.6306 -5.9767 -1.0831
```

As for the structure (SMILES): CCCCCCc1nc2c(CCF)c(S(=O)(=O)C(F)(F)F)c(N)c([C@H](Cl)CC)c2nc1N.CCOC(C)=O.CCOC(C)=O.CCOC(C)=O.CCOC(C)=O.CCOC(C)=O.CCOC(C)=O.CCOC(C)=O. The HOMO-LUMO gap comes out at 0.3151 Eh. The charge is 0.



Q: What is the charge in the second record?
A: 0